No. 1
# C5H4O2

C5H4O2 in the gas phase (the ωB97M-V functional and the def2-TZVPD basis, OMol25).

Output
Highest occupied orbital energy in eV: -9.42
Energy relative to the best compared isomer or geometry (same formula, charge and spin) in kcal per mole: 12.60
LUMO in eV: -0.603
Gap between HOMO and LUMO in eV: 8.82
Max |F| in eV/Å: 0.7
Multiplicity: 1
Charge: 0
SMILES: O=C1C=CCC1=O

Geometry as XYZ:
```
11
C5H4O2 the ωB97M-V functional and the def2-TZVPD basis
O -0.6091 2.3186 -0.4205
C -0.3038 1.1914 -0.1377
C -1.1612 -0.0727 -0.1850
C -0.1178 -1.1616 -0.1483
C 1.1013 -0.7331 0.2054
C 1.1052 0.7384 0.3393
O 1.9785 1.4788 0.7195
H -1.7736 -0.0903 0.7271
H -1.8505 -0.1339 -1.0316
H -0.3548 -2.1903 -0.4032
H 1.9858 -1.3452 0.3351
```



No. 2
# C2H40O18

18 unconnected molecules or ions with the total composition C2H40O18 at a distorted geometry (the ωB97M-V functional and the def2-TZVPD basis, OMol25).

Output
Highest occupied orbital energy in eV: -10.75
Energy relative to the best compared isomer or geometry (same formula, charge and spin) in kcal per mole: 0.00
LUMO in eV: 0.024
Gap between HOMO and LUMO in eV: 10.78
Max |F| in eV/Å: 5.0
Multiplicity: 1
Charge: 0

Geometry as XYZ:
```
60
C2H40O18 the ωB97M-V functional and the def2-TZVPD basis
C 0.3035 0.7740 -1.3091
O 0.3385 1.2895 0.0300
C 0.3401 1.9752 -2.2403
H 1.1893 0.1667 -1.4624
H -0.6001 0.1674 -1.4140
H 0.5641 0.5471 0.6890
H 1.3284 2.3564 -2.4436
H -0.1371 1.7507 -3.1916
H -0.2404 2.7768 -1.8600
H 3.2714 -0.9310 -3.0806
H 2.9290 -0.6137 -1.6447
O 2.6795 -1.1638 -2.3340
H -1.7149 -3.0212 -0.0814
H -0.9516 -2.1058 -1.0980
O -1.4808 -2.0718 -0.2735
H -1.3441 -2.6486 3.4099
H -1.5416 -1.1262 3.1082
O -0.8530 -1.7866 3.3897
H 0.7685 -2.6864 0.4651
H 1.8158 -3.7026 -0.0377
O 0.8588 -3.5115 -0.0816
H -2.4241 0.0084 1.3279
H -2.2688 1.1218 2.4055
O -2.2544 0.1927 2.2305
H -2.3600 -0.3633 -3.0864
H -1.3486 -1.5837 -2.7258
O -2.2438 -1.1613 -2.5452
H -1.1778 2.1291 -0.1317
H -2.5611 1.6888 -0.1549
O -2.0603 2.4743 -0.1269
H 0.4603 -2.9284 -1.7359
H 1.0273 -1.7666 -2.4795
O 0.2134 -2.2359 -2.3424
H -4.0800 -0.3725 -0.2288
H -2.6432 -0.6553 -0.8631
O -3.1245 0.0143 -0.3079
H 2.0904 -1.7651 1.2008
H 3.5184 -1.7871 0.4820
O 2.9814 -2.2895 1.0100
H -0.6369 0.4628 2.8195
H 0.0997 1.4660 3.7280
O 0.2260 0.7487 3.1338
H -2.1477 3.0469 1.5924
H -0.7962 2.6795 2.1882
O -1.7019 2.8000 2.4420
H 0.2125 -1.3264 2.0917
H -0.2809 -1.3294 0.6435
O 0.5400 -1.1515 1.1861
H 1.6615 2.3900 0.0135
H 2.3223 3.5594 -0.7466
O 2.4706 2.8971 -0.0946
H -3.1592 0.9387 -1.7753
H -2.5830 2.2285 -2.2813
O -2.9417 1.4426 -2.5949
H 2.9609 -0.5986 2.6946
H 1.7681 0.3909 2.5043
O 2.6623 0.1620 2.1929
H 3.2057 0.2197 0.5479
H 3.3694 1.3844 -0.4020
O 3.4805 0.4336 -0.3515
```